[1]
Here is C34H38CsN3OPS4Sb as an isolated structure from the Open Molecules 2025 dataset. Energies are from ωB97M-V/def2-TZVPD.

Properties
Total charge: -2
Maximum force (Eh/bohr): 0.018
Relative energy (zero: lowest compared OMol25 entry of this formula, charge and spin) (kJ/mol): 5.3

Last column: Mulliken charge in e.
Cartesian coordinates (Å):
Cs 0.82571 -1.34288 -0.44593  0.5254
C 1.57586 -1.89048 2.89737  -0.4652
C 1.80482 -0.43635 3.14303  0.6599
C 2.22620 -0.00347 4.40131  -0.8113
C 2.37442 1.34697 4.63711  -0.7512
C 2.09723 2.24125 3.61975  -0.9803
C 1.68882 1.74110 2.38196  0.7159
N 1.56023 0.43642 2.15758  0.5632
C 1.34984 2.68166 1.25879  0.5179
C 1.57513 4.05061 1.42476  -0.9395
C 1.17904 4.92480 0.43491  -1.2819
C 0.60731 4.41114 -0.71050  -1.1996
C 0.47935 3.02638 -0.84196  0.5850
N 0.82009 2.18598 0.13863  0.9758
C -0.05264 2.46544 -2.13180  0.6968
C -0.12411 3.27031 -3.27280  -0.8875
C -0.64851 2.72581 -4.43029  -0.8428
C -1.07110 1.41209 -4.42561  -0.7750
C -0.93045 0.65154 -3.26513  0.4794
C -1.29381 -0.79307 -3.23710  -0.5085
N -0.42941 1.19216 -2.14670  0.7382
H 2.10180 -2.50673 3.62603  0.5193
H 1.90222 -2.26606 1.91935  -0.7931
H 0.50907 -2.11773 2.98875  0.0732
H 2.42374 -0.74063 5.16821  0.4303
H 2.69470 1.70948 5.60690  0.3838
H 2.18842 3.29772 3.81615  0.3092
H 2.03667 4.44334 2.31647  0.3169
H 1.31418 5.99254 0.55674  0.3898
H 0.26906 5.07881 -1.48692  0.4267
H 0.23480 4.28746 -3.28336  0.3207
H -0.71751 3.32445 -5.33091  0.3572
H -1.48763 0.95012 -5.31121  0.4658
H -1.79873 -1.10736 -4.14967  0.3999
H -1.92176 -1.03442 -2.37956  -0.0743
H -0.40722 -1.42949 -3.14409  -0.2087
S 2.28355 -6.44332 -2.61788  -0.8220
Sb 1.08380 -5.44030 -0.93193  0.8791
S -0.45021 -3.87074 -1.90600  -0.6417
S 2.55105 -4.12518 0.41792  -0.6515
S -0.11399 -6.84767 0.47602  -0.8073
C 2.92194 -2.87604 -3.43419  -0.6606
C 2.99288 -1.46562 -3.95333  -0.3175
O 3.11080 -0.54344 -2.86716  -0.1682
C 3.02697 0.79149 -3.29301  0.0415
C 3.40832 1.68785 -2.13524  -1.0121
H 3.02661 -3.59255 -4.25012  0.3732
H 1.95770 -3.10080 -2.97030  -0.1140
H 3.70498 -3.08403 -2.70508  0.2943
H 2.09199 -1.21145 -4.53415  0.2434
H 3.86061 -1.31313 -4.61511  0.3081
H 2.00940 1.01345 -3.65118  0.0177
H 3.70668 0.95836 -4.14505  0.4180
H 2.79610 1.45223 -1.26431  -0.0281
H 3.26344 2.74227 -2.38312  0.3418
H 4.45322 1.53028 -1.86474  0.4451
C -5.02464 0.19053 0.77765  -1.5285
P -3.25609 -0.20907 0.43933  0.7329
C -3.13027 -1.91396 1.05887  0.1175
C -4.22712 -2.77164 1.12497  -0.4637
C -4.04148 -4.12996 1.36134  -0.6691
C -2.76873 -4.65377 1.51875  -0.6490
C -1.66757 -3.80679 1.47798  -0.9594
C -1.86217 -2.45533 1.26289  0.7166
C -2.50282 0.79221 1.78182  0.5685
C -2.28441 2.14353 1.51900  -0.6160
C -1.74122 2.98024 2.48174  -0.3451
C -1.36912 2.46536 3.71574  -0.6451
C -1.55823 1.11668 3.98226  -0.5376
C -2.13072 0.28854 3.02699  -0.3214
H -5.65968 -0.31151 0.04662  0.4235
H -5.15215 1.26649 0.64661  0.4257
H -5.34622 -0.08554 1.78389  0.3767
H -5.23137 -2.39912 0.96155  0.2509
H -4.90399 -4.78674 1.38226  0.3443
H -2.58025 -5.71602 1.60937  0.2741
H -0.67340 -4.23762 1.54713  0.5360
H -0.98960 -1.81847 1.19693  -0.4109
H -2.52640 2.54003 0.53802  0.3168
H -1.57506 4.02687 2.25349  0.4098
H -0.91352 3.10771 4.46012  0.3086
H -1.25074 0.70122 4.93457  0.4063
H -2.27468 -0.76444 3.23784  0.4673

[2]
Here is one molecule with the formula C6H10O2 from the Open Molecules 2025 dataset. Energies are from ωB97M-V/def2-TZVPD.

Properties
SMILES string: C[C@H]1O[C@@H]2C[C@]2(C)O1
Maximum force (Eh/bohr): 0.130
Relative energy (zero: lowest compared OMol25 entry of this formula, charge and spin) (kJ/mol): 343.3

Last column: Mulliken charge in e.
Cartesian coordinates (Å):
C 1.40937 -1.60559 -0.52276  -1.0452
C 1.41073 -0.19173 0.23815  0.4028
O 1.17671 0.92351 -0.68670  -0.4241
C -0.31072 1.05887 -0.75355  -0.0836
C -1.05804 1.46528 0.40313  -0.7007
C -0.89248 0.07688 0.14154  0.8691
C -1.84840 -0.94698 0.15087  -1.3727
O 0.19435 -0.27495 1.04680  -0.4618
H 0.46005 -1.55725 -1.18201  0.2221
H 1.15813 -2.45774 0.16349  0.2797
H 2.40719 -1.70549 -0.98261  0.3773
H 2.45028 -0.17549 0.80156  0.2900
H -0.79518 1.19848 -1.76859  0.2790
H -0.44954 1.92556 1.20770  0.2094
H -2.08723 2.04293 0.34344  0.2532
H -1.39142 -1.96451 0.11012  0.3098
H -2.55958 -0.83557 -0.69657  0.3084
H -2.42402 -0.79976 1.17846  0.2874

[3]
Here is C16H38MoN4OS4 as an isolated structure from the Open Molecules 2025 dataset. Energies are from ωB97M-V/def2-TZVPD.

Properties
Total charge: +4
Maximum force (Eh/bohr): 0.020
Relative energy (zero: lowest compared OMol25 entry of this formula, charge and spin) (kJ/mol): 30.2

Last column: Mulliken charge in e.
Cartesian coordinates (Å):
Mo -0.09138 0.15647 -0.73798  -0.6035
N 2.02120 0.86907 -0.43093  -0.1196
C 3.10690 -0.17810 -0.44376  -1.1421
C 2.47765 -1.43412 0.04615  -0.2202
N 1.25535 -1.69598 -0.79813  0.0250
C 1.72363 -2.09117 -2.19146  -0.7485
C 1.45572 -1.00600 -3.17760  -0.7062
N 0.08400 -0.51776 -2.87669  -0.4397
C 0.57152 -2.90215 -0.21278  0.0401
C -0.78125 -3.00076 -0.84309  -0.9987
N -1.40483 -1.64343 -0.71366  -0.0910
H 2.31787 1.61624 -1.05372  0.3188
H 2.02710 1.26002 0.51006  0.2818
H 3.93449 0.14669 0.18669  0.6073
H 3.48728 -0.25359 -1.45936  0.3063
H 2.14292 -1.34959 1.07711  -0.1051
H 3.14358 -2.29554 -0.03202  0.5607
H 1.19234 -2.99717 -2.47224  0.5526
H 2.77917 -2.36040 -2.15140  0.3501
H 1.51741 -1.37972 -4.20101  0.5904
H 2.12289 -0.14947 -3.09639  0.3214
H -0.57748 -1.25629 -3.11525  0.2777
H -0.11268 0.21059 -3.55496  0.4227
H 0.50888 -2.73693 0.85889  -0.1406
H 1.18420 -3.78861 -0.38763  0.5801
H -1.41502 -3.75237 -0.37198  0.5940
H -0.74857 -3.24548 -1.90343  0.3124
H -1.83029 -1.57647 0.20700  0.1472
H -2.18149 -1.57616 -1.36719  0.3954
C 0.53768 3.66351 -0.17211  -0.9894
C -0.03670 3.79702 -1.56833  -0.7472
S -0.08180 2.15886 -2.35609  0.1674
C -1.74182 2.15840 -3.08357  -0.8847
C -2.83447 2.14005 -2.04363  -0.8955
S -2.50846 0.87380 -0.78589  0.0938
C -2.84491 1.72301 0.76698  -0.7399
C -1.85301 2.83550 1.02033  -1.1019
S -0.16809 2.25768 0.69326  0.2933
H 0.37391 4.57467 0.40987  0.5804
H 1.61957 3.52492 -0.18121  0.4086
H 0.56969 4.44068 -2.20767  0.5666
H -1.04970 4.19654 -1.56310  0.4579
H -1.80508 1.29415 -3.74520  0.4272
H -1.81170 3.03203 -3.73694  0.5794
H -3.79422 1.90224 -2.50578  0.6311
H -2.95149 3.10187 -1.54603  0.5255
H -2.80343 0.95231 1.53690  0.3337
H -3.87834 2.07818 0.74684  0.5959
H -1.90756 3.17250 2.05771  0.5878
H -2.05121 3.70459 0.39350  0.5835
O 0.01703 -0.41564 1.26387  0.3251
S -0.53088 -0.17559 2.72337  0.2428
C 0.91090 -0.21776 3.80529  -0.7916
C 1.06646 -1.66131 4.27923  -0.3885
C -0.35466 -2.14262 4.54804  -0.8880
C -1.18099 -1.76997 3.30849  -0.2682
H 0.64807 0.45863 4.62472  0.5821
H 1.73354 0.23571 3.25111  0.2972
H 1.69279 -1.69698 5.16938  0.4624
H 1.55227 -2.26864 3.51058  0.2111
H -0.76894 -1.65786 5.43302  0.3475
H -0.42073 -3.21793 4.70965  0.3892
H -2.25278 -1.66542 3.47103  0.5565
H -1.00201 -2.45893 2.47913  0.0801

[4]
Here is one molecule with the formula C3H3ClN2 from the Open Molecules 2025 dataset. Energies are from ωB97M-V/def2-TZVPD.

Properties
SMILES string: [H]/N=C/[C@@H](Cl)C#N
Maximum force (Eh/bohr): 0.079
Relative energy (zero: lowest compared OMol25 entry of this formula, charge and spin) (kJ/mol): 134.4

Last column: Mulliken charge in e.
Cartesian coordinates (Å):
H -2.45091 0.41313 -0.36529  0.2717
N -1.58328 0.22746 -0.81684  -0.5401
C -0.71882 0.44646 0.06059  -0.2316
C 0.66091 -0.09105 -0.34570  0.1382
Cl 1.79679 1.35459 -0.12202  -0.1936
C 1.20702 -1.06048 0.60855  0.1163
N 1.64189 -1.79996 1.35280  -0.3214
H -1.04846 0.81904 0.99013  0.4068
H 0.49487 -0.30918 -1.36223  0.3538

[5]
Here is C33H44N4OPSiV as an isolated structure from the Open Molecules 2025 dataset. Energies are from ωB97M-V/def2-TZVPD.

Properties
2S+1: 2
Total charge: +3
Energy (Ha): -3152.18704
Maximum force (Eh/bohr): 0.054
Expectation value of S²: 0.777

Last column: Mulliken charge in e.
Cartesian coordinates (Å):
V -0.65311 -9.60951 15.28727  -0.2069
C -0.01211 -12.40356 16.55416  -0.5515
C -1.01628 -12.79341 15.40145  -0.8833
N -1.15300 -11.58536 14.47605  -0.1233
C -0.60318 -11.83796 13.09510  -0.9449
C 0.16827 -10.62121 12.55899  -0.5807
N 0.71347 -9.76522 13.69255  0.3350
C 1.99774 -10.32357 14.28069  -0.4186
C 1.70569 -11.50726 15.16727  -1.0721
N 0.67009 -11.17382 16.20115  -0.0938
H -0.57873 -12.31693 17.50572  0.4554
H 0.67184 -13.25730 16.74424  0.4148
H -0.83816 -13.68597 14.84341  0.4909
H -1.96364 -12.99270 15.77440  0.4507
H -2.14164 -11.56436 14.33348  0.3592
H 0.04108 -12.76392 13.11158  0.4089
H -1.45902 -12.04389 12.48737  0.6151
H 1.02068 -10.90615 11.96151  0.5622
H -0.49694 -9.96376 12.03348  0.2604
H 0.97392 -8.86235 13.26698  0.0361
H 2.69362 -10.62413 13.44833  0.6174
H 2.44519 -9.49465 14.82133  0.1808
H 1.21788 -12.26148 14.55497  0.6499
H 2.64051 -11.79829 15.68702  0.5294
H 1.09764 -10.79944 17.02199  0.1855
O 0.30057 -8.55125 16.47733  -0.9614
P 1.12689 -7.24164 17.01885  1.8921
C -0.03825 -6.15218 17.73871  0.1467
C -0.76033 -6.58676 18.83876  -0.3099
C -1.78978 -5.79885 19.40740  -0.7284
C -2.08091 -4.56431 18.87331  -0.5981
C -1.35766 -4.08619 17.76406  -0.7482
C -0.39748 -4.90260 17.20178  -0.2764
C 2.42205 -7.80573 18.10956  0.3489
C 2.63921 -6.98820 19.16163  -0.8389
C 3.74377 -7.21865 19.94142  -0.8366
C 4.64226 -8.23393 19.65117  -0.7516
C 4.40486 -9.10486 18.53747  -1.0230
C 3.29887 -8.85094 17.76762  0.0291
C 1.86597 -6.59522 15.47942  0.7899
C 1.02523 -6.23874 14.42777  -0.3223
C 1.57597 -5.62993 13.28609  -1.0925
C 2.96291 -5.50007 13.20923  -0.7398
C 3.82672 -5.91935 14.22710  -0.9269
C 3.25741 -6.42879 15.39111  -0.4231
H -0.57450 -7.54338 19.34383  0.3734
H -2.30527 -6.20867 20.28186  0.5586
H -2.90340 -3.97992 19.18992  0.4819
H -1.56227 -3.18080 17.19094  0.4581
H 0.21434 -4.49955 16.35913  0.3741
H 1.99549 -6.15220 19.39397  0.4805
H 3.91183 -6.58434 20.78195  0.4904
H 5.47034 -8.39381 20.27913  0.4973
H 5.05460 -9.97470 18.33390  0.4466
H 3.04590 -9.49268 16.92336  0.3516
H -0.02252 -6.38744 14.54026  0.6712
H 1.04303 -5.30492 12.43921  0.5733
H 3.35401 -5.05242 12.29684  0.4306
H 4.90803 -5.76443 14.09914  0.4738
H 3.93569 -6.61317 16.18391  0.4446
C -3.52260 -9.65682 12.00999  -1.0039
Si -2.80595 -8.18560 13.01818  -0.0968
C -4.13385 -7.14923 13.74932  -1.1997
C -1.33038 -7.30260 12.19275  -0.9834
N -1.99762 -8.87790 14.48031  1.1619
C -2.83167 -9.25400 15.62701  0.9142
C -3.84950 -10.24940 15.49112  -0.3405
C -4.72380 -10.51466 16.52971  -1.3214
C -4.70895 -9.62212 17.63220  -0.6121
C -3.78377 -8.60227 17.77856  -0.8606
C -2.86416 -8.40043 16.77354  -0.0302
H -3.91575 -9.26392 11.07850  0.5347
H -4.33168 -10.19430 12.55531  0.2666
H -2.73405 -10.36346 11.73084  0.3004
H -4.38531 -6.37393 13.06356  0.4900
H -3.89907 -6.54631 14.66183  0.3189
H -5.00966 -7.70407 14.02561  0.3593
H -0.45538 -7.87744 11.80836  0.4011
H -0.93028 -6.57104 12.84103  0.1413
H -1.71351 -6.72944 11.35954  0.6563
H -3.96825 -10.88687 14.61654  0.3097
H -5.40839 -11.37656 16.52912  0.4730
H -5.56042 -9.70397 18.32653  0.4405
H -3.82368 -8.07570 18.71906  0.5207
H -2.17080 -7.58967 16.78357  0.7473